Molecular formula: C6H8O2
Method: DFT, ωB97M-V/def2-TZVPD

Atoms and positions in Å:
C  1.566  -1.303  -0.825
C  2.040  -0.385  0.210
C  1.605  0.831  0.570
C  0.556  1.484  -0.209
C  -0.688  0.999  -0.489
C  -1.553  -0.053  0.056
O  -2.677  -0.348  -0.360
O  -1.070  -0.706  1.125
H  2.323  -2.064  -1.059
H  0.707  -1.914  -0.464
H  1.167  -0.815  -1.727
H  2.837  -0.849  0.823
H  2.099  1.316  1.379
H  0.968  2.290  -0.855
H  -1.056  1.321  -1.431
H  -0.217  -0.287  1.330

Values from the calculation:
**E_HOMO**: -9.96 eV
**Structure (SMILES)**: C/C=C\C=C/C(=O)O
**E**: -383.85666 Ha
**LUMO energy**: -0.1 eV
**Gap between HOMO and LUMO**: 9.84 eV

These are the Löwdin partial charges, in e, on atoms 1 to 2: -0.098 -0.162


Molecular formula: C6H8O2
Method: DFT, ωB97M-V/def2-TZVPD

Atoms and positions in Å:
O  0.725  -0.798  -1.876
C  -0.119  0.045  -1.964
O  -0.751  0.753  -1.105
C  -0.511  0.709  0.219
C  1.018  0.746  0.478
C  0.980  -0.098  1.657
C  0.003  -0.873  1.933
C  -1.096  -0.540  0.930
H  -0.798  0.339  -2.919
H  -1.247  1.546  0.544
H  1.172  1.828  0.633
H  1.436  0.278  -0.584
H  1.770  -0.263  2.287
H  -0.026  -1.891  2.342
H  -1.735  -1.553  0.417
H  -2.015  0.139  1.605

Values from the calculation:
**E_HOMO**: -9.14 eV
**Structure (SMILES)**: O=COC1CC=CC1
**E**: -383.73611 Ha
**LUMO energy**: 0.8 eV
**Gap between HOMO and LUMO**: 9.95 eV

These are the Löwdin partial charges, in e, on atoms 1 to 2: 0.077 -0.405


Molecular formula: C6H8O2
Method: DFT, ωB97M-V/def2-TZVPD

Atoms and positions in Å:
C  0.388  -0.586  -0.109
C  -0.218  0.593  1.141
C  0.157  0.992  -0.271
C  -1.153  -0.007  -0.587
C  -0.525  -1.448  -0.034
C  1.359  -1.227  0.496
H  1.712  0.357  -2.030
H  -1.304  0.905  1.554
H  0.550  0.999  1.842
H  0.018  2.019  -0.445
H  -2.041  0.361  0.081
H  -1.353  0.078  -1.687
H  -1.473  -1.838  0.666
H  1.447  -1.415  1.452
O  0.860  -0.263  -2.041
O  1.576  0.480  -0.027

Values from the calculation:
**E_HOMO**: -7.29 eV
**E**: -382.98233 Ha
**LUMO energy**: -2.4 eV
**Gap between HOMO and LUMO**: 4.85 eV

These are the Löwdin partial charges, in e, on atoms 1 to 2: -0.882 0.072


Molecular formula: C6H8O2
Method: DFT, ωB97M-V/def2-TZVPD

Atoms and positions in Å:
C  -0.633  -0.159  -0.687
C  0.708  -0.825  -0.603
C  0.762  0.064  0.566
C  0.195  1.175  -0.316
C  -0.454  -0.277  1.432
C  -1.382  -0.398  0.489
H  -1.004  0.578  -2.615
H  0.994  -1.969  -0.277
H  1.328  -0.633  -1.542
H  2.941  -0.467  0.847
H  0.836  1.483  -1.145
H  -0.265  2.034  0.301
H  -0.696  -0.022  2.488
H  -2.339  -0.733  0.768
O  -1.445  -0.342  -1.838
O  1.824  0.623  1.324

Values from the calculation:
**E_HOMO**: -9.16 eV
**E**: -383.57559 Ha
**LUMO energy**: -1.1 eV
**Gap between HOMO and LUMO**: 8.10 eV

These are the Löwdin partial charges, in e, on atoms 1 to 2: -0.565 -0.072


Molecular formula: C6H8O2
Method: DFT, ωB97M-V/def2-TZVPD

Atoms and positions in Å:
C  2.192  -0.135  0.271
C  0.803  -0.515  0.247
O  0.141  -1.417  -0.395
C  -1.307  -0.903  -0.332
C  -1.707  -0.057  0.753
C  -1.118  0.729  -0.380
O  -0.028  1.590  -0.065
C  1.022  0.656  -0.469
H  2.856  0.184  1.031
H  2.866  -0.579  -0.410
H  0.638  -0.241  1.219
H  -1.858  -1.197  -1.206
H  -1.183  0.056  1.797
H  -2.864  -0.095  0.548
H  -1.615  1.431  -1.098
H  1.161  0.492  -1.512

Values from the calculation:
**E_HOMO**: -8.91 eV
**Structure (SMILES)**: C1[C@@H]2O[C@H]3C[C@H]3O[C@@H]12
**E**: -383.62108 Ha
**LUMO energy**: 1.0 eV
**Gap between HOMO and LUMO**: 9.92 eV

These are the Löwdin partial charges, in e, on atoms 1 to 2: 0.055 -0.535


Molecular formula: C6H8O3
Method: DFT, ωB97M-V/def2-TZVPD

Atoms and positions in Å:
O  2.760  -0.859  -0.313
C  1.757  -0.037  0.138
C  0.341  -0.542  0.403
O  -0.736  -0.588  1.335
C  -1.802  -0.218  0.509
C  -1.917  -0.918  -0.833
C  -1.107  0.385  -0.863
C  0.337  0.673  -0.447
O  0.270  1.964  0.223
H  2.312  -1.406  -0.997
H  2.137  0.930  0.554
H  0.292  -1.438  -0.173
H  -2.735  0.382  0.939
H  -3.006  -0.822  -1.112
H  -1.451  -1.835  -0.740
H  -1.803  1.159  -1.411
H  0.253  2.845  -0.461

Values from the calculation:
**E_HOMO**: -8.72 eV
**Structure (SMILES)**: O[C@@H]1[C@H]2O[C@@H]3C[C@@H]3[C@]12O
**E**: -458.87356 Ha
**LUMO energy**: 0.7 eV
**Gap between HOMO and LUMO**: 9.38 eV

These are the Löwdin partial charges, in e, on atoms 1 to 2: 0.027 -0.127


Molecular formula: C6H8O3S
Method: DFT, ωB97M-V/def2-TZVPD

Atoms and positions in Å:
C  1.551  -0.219  -0.145
C  -0.176  -0.555  0.338
C  2.564  -1.144  -0.269
C  -0.856  1.196  -1.021
C  0.301  2.209  -0.607
C  -0.361  -1.821  1.153
O  3.743  -0.894  -0.412
O  1.691  1.668  1.725
O  -1.163  0.098  -0.145
S  1.860  1.487  0.296
H  2.301  -2.233  -0.391
H  -1.927  1.561  -1.204
H  -0.674  0.622  -1.863
H  0.740  2.531  -1.519
H  0.047  3.083  -0.056
H  -1.485  -2.041  1.447
H  0.279  -1.739  1.938
H  -0.278  -2.713  0.556

Values from the calculation:
**E_HOMO (spin up / spin down)**: -8.45 / -8.45 eV
**E**: -857.12790 Ha
**LUMO energy (spin up / spin down)**: -0.8 / -0.8 eV
**Gap between HOMO and LUMO (spin up / spin down)**: 7.65 / 7.65 eV

These are the Löwdin partial charges, in e, on atoms 1 to 2: -0.262 -0.115


Molecular formula: C6H8O3S
Method: DFT, ωB97M-V/def2-TZVPD

Atoms and positions in Å:
C  -0.395  0.903  -2.766
C  -0.047  1.342  -1.427
C  -1.467  0.011  -2.713
C  -0.824  0.760  -0.346
C  -0.579  0.721  1.007
C  0.626  -1.431  1.335
O  0.406  1.419  1.662
O  -0.033  -2.428  0.677
O  0.494  -1.464  2.729
S  -1.871  -0.409  -1.105
H  0.007  1.101  -3.711
H  1.049  1.712  -1.109
H  -1.984  -0.463  -3.531
H  -1.394  0.388  1.694
H  1.541  -1.043  0.815
H  1.208  1.607  1.134
H  -0.830  -2.705  1.190
H  0.628  -0.548  3.139

Values from the calculation:
**E_HOMO (spin up / spin down)**: -6.72 / -6.60 eV
**E**: -857.18340 Ha
**LUMO energy (spin up / spin down)**: 0.1 / 0.6 eV
**Gap between HOMO and LUMO (spin up / spin down)**: 6.78 / 7.16 eV

These are the Löwdin partial charges, in e, on atoms 1 to 2: -0.179 -0.130